# 1
Below is a 20-piece molecular cluster, H41O20 overall in a non-equilibrium geometry, with properties calculated with ωB97M-V with the def2-TZVPD basis set.

```
61
H41O20 (ωB97M-V with the def2-TZVPD basis set)
H -1.55 3.21 4.06
H -3.19 3.60 -2.14
H -5.07 1.45 0.32
H -1.96 1.66 0.37
O 0.15 3.32 -0.91
H 1.15 -1.84 -0.55
O 3.77 -3.26 -2.25
H 1.53 -2.01 -4.13
O 0.72 -1.25 0.08
H 0.04 0.68 5.21
O 0.96 -0.12 -2.54
H 1.90 -0.29 -2.36
O -5.25 2.32 0.69
O -3.53 0.48 1.96
H 1.81 2.32 2.52
O -2.14 -2.16 1.02
H -0.75 0.91 0.57
H -3.04 -2.56 0.93
H 0.37 -1.26 2.11
H -0.53 3.88 -1.33
H 1.06 0.80 -2.86
H -0.78 -5.40 -1.56
O 0.69 -0.98 3.03
H 4.18 -4.10 -2.03
H 2.96 -3.20 -2.75
O -1.30 2.38 3.62
H -2.12 1.89 3.44
H 1.26 1.45 -5.76
O 2.59 3.63 -0.97
O 0.85 1.19 5.28
H 2.97 3.09 1.48
H 4.00 -4.32 -0.03
H 1.54 0.49 5.30
H 1.47 -3.59 -4.09
H 1.07 2.28 4.13
H 3.12 1.76 0.70
H -1.88 -2.73 0.23
O 3.15 -4.64 0.31
O 1.92 1.14 -5.12
H -0.24 3.32 0.01
H 0.16 2.47 2.83
H -3.51 -3.53 -3.12
H 0.20 -1.79 3.27
H 2.20 0.40 -5.70
O -0.89 -4.92 -0.72
H -3.76 -0.48 2.00
H -2.86 0.34 1.28
O -2.96 2.68 -1.93
H 0.10 -0.78 -0.49
O 1.22 -2.78 -3.62
H -1.14 -4.06 -1.09
H -3.18 2.06 -2.62
H 3.37 -4.66 1.25
H -2.55 -2.59 -2.56
O -1.18 1.75 0.95
H 2.77 3.82 -1.90
O 1.12 2.65 3.19
O 3.00 2.13 1.58
O -2.56 -3.40 -3.08
H -5.24 2.04 1.61
H 1.61 3.78 -0.77
```

The calculation puts the total energy at -1529.08080 hartree. Its relative energy (zero: lowest compared OMol25 entry of this formula, charge and spin) is 78.7 kcal per mole. Its net charge is +1. The value obtained for the LUMO energy is -2.8 eV. The frontier orbital gap comes out at 10.3 eV.

# 2
Below is a 21-piece molecular cluster, H41O21 overall in a non-equilibrium geometry, with properties calculated with ωB97M-V with the def2-TZVPD basis set.

```
62
H41O21 (ωB97M-V with the def2-TZVPD basis set)
H 0.31 -0.44 0.59
O -1.55 -3.95 0.33
H 3.20 0.98 -0.38
O -3.63 -1.21 -3.29
H -0.61 2.20 2.23
H -2.62 -1.79 2.45
O -5.34 -0.95 0.45
O 2.63 2.24 1.19
O 1.02 1.23 -3.02
H -0.44 -1.08 -2.11
H 2.22 -1.16 -0.22
H -1.36 -1.97 1.33
O 0.78 -3.24 -3.16
H -0.35 -2.05 -0.65
H -0.16 -3.25 -3.39
H 0.04 2.28 0.70
O 4.14 0.95 -0.59
H 0.26 -0.97 2.32
O -3.82 1.92 0.55
O 2.14 -3.25 1.25
H -2.25 -0.77 -1.04
O 1.52 4.71 1.90
H 0.73 -2.81 -2.28
O -0.56 -1.02 -3.16
H -4.50 -1.13 0.05
H 1.44 -0.44 -1.27
O -1.69 -1.84 2.27
H 0.35 0.55 -2.63
H -0.95 -4.58 0.68
O 2.80 2.97 -2.06
H 2.96 2.14 -1.56
H 1.91 -2.56 1.90
H 3.12 2.85 0.65
H -0.04 0.41 3.94
O -2.56 3.52 2.45
H 2.98 2.81 -2.98
H -3.41 1.05 0.49
H 3.70 -2.29 -0.51
H 1.08 4.99 1.10
H -3.35 -1.94 -3.84
H -3.33 -0.36 -3.61
O 4.54 -2.57 -0.13
H -4.76 1.75 0.50
H -0.10 -1.71 -3.77
O 0.79 -0.72 1.53
H -0.45 1.78 4.60
H 0.87 3.95 2.12
H -3.29 3.03 2.10
H -2.18 4.20 1.91
H 2.36 2.79 1.91
H 4.32 0.01 -0.43
H 4.21 -3.19 0.51
O -0.03 -1.13 -0.69
O -0.21 2.69 1.52
H 0.44 1.99 -2.95
O 2.40 -0.78 -1.07
H -5.25 -0.41 1.27
H -1.35 -0.58 0.16
H 1.30 -3.43 0.80
O -0.34 1.30 3.75
O -2.32 -0.53 -0.12
H -2.38 -3.57 0.56
```

The calculation puts the total energy at -1604.57376 hartree. Its relative energy (zero: lowest compared OMol25 entry of this formula, charge and spin) is 131.4 kcal per mole. Its net charge is -1. The value obtained for the LUMO energy is 2.0 eV. The frontier orbital gap comes out at 8.8 eV.

# 3
Below is a 21-piece molecular cluster, H41O21 overall in a non-equilibrium geometry, with properties calculated with ωB97M-V with the def2-TZVPD basis set.

```
62
H41O21 (ωB97M-V with the def2-TZVPD basis set)
H 2.30 -3.14 -2.85
H 0.42 -2.21 -1.22
H -1.62 -3.18 2.49
H 4.65 1.58 -0.87
H 2.34 3.05 2.27
O 0.45 -2.01 -2.23
O 4.61 0.63 -0.94
H 1.61 -4.46 -0.76
H 0.92 -3.56 -2.71
H -2.76 4.21 -0.60
O -2.05 4.15 -1.30
O -3.50 3.74 0.73
H 0.01 -0.36 -0.31
O -1.77 -3.04 1.57
O -0.53 -0.59 2.59
O 2.54 -1.57 3.09
H 3.08 -0.70 -3.15
O -1.56 2.33 1.21
H 3.10 0.20 1.28
H -0.79 2.99 0.95
O -0.17 0.55 -0.08
H -3.62 -0.02 -0.52
H -1.92 1.73 0.41
H -3.11 3.64 1.59
H 1.45 3.52 3.34
H -3.57 2.75 0.66
H 0.46 -3.78 -0.23
H -1.98 -3.48 -0.05
H -2.13 2.58 4.09
H -1.58 1.67 3.14
H -0.88 -2.77 1.19
O 1.55 3.08 2.60
O -2.49 -3.52 -0.86
H 0.48 -2.25 1.28
O -2.80 -0.62 -2.41
H -4.95 -0.14 -0.15
O 3.85 -0.39 -3.61
H 1.72 -1.19 3.42
H -2.34 -1.44 -2.45
H 1.42 -1.71 -2.22
H 3.76 0.40 -0.69
O 2.20 -0.15 0.95
O 2.37 2.58 -0.24
H -0.27 1.84 -2.60
O 0.63 2.34 -2.87
H 4.50 0.19 -3.07
H 0.06 2.75 -3.65
O -4.42 0.64 -0.29
O -2.50 1.98 3.41
H -2.97 -2.64 -0.64
H 2.61 -2.34 3.55
H -2.48 3.48 -1.69
H 2.36 -1.12 1.04
H 1.88 1.77 0.11
H -1.99 -0.02 -2.60
H -0.05 0.58 0.86
O 0.31 -2.17 0.36
H -1.18 -0.73 1.95
O 1.75 -3.89 -3.10
O 0.87 -4.62 -0.42
H 1.62 2.81 -0.89
H 0.10 0.05 2.09
```

Its multiplicity is 2. The calculation puts the total energy at -1604.24177 hartree. Its relative energy (zero: lowest compared OMol25 entry of this formula, charge and spin) is 131.9 kcal per mole. Its net charge is 0. The value obtained for the LUMO energy (alpha / beta) is -0.9 / -6.2 eV. The frontier orbital gap (alpha / beta) comes out at 9.5 / 4.2 eV.

# 4
Below is a 21-piece molecular cluster, H43O21 overall in a non-equilibrium geometry, with properties calculated with ωB97M-V with the def2-TZVPD basis set.

```
64
H43O21 (ωB97M-V with the def2-TZVPD basis set)
H -2.02 -1.97 -2.55
H 5.50 -1.65 1.62
H -0.83 4.53 -0.22
O -0.83 -1.02 -2.94
H 1.33 3.63 0.30
H 3.05 2.05 -1.83
O 5.29 -0.85 1.14
O 4.05 1.58 1.52
H -1.49 -5.17 -1.52
H 2.17 -1.79 -0.05
H -2.40 0.85 -1.09
O 0.45 3.79 0.72
O 2.90 -1.93 -0.64
H -2.67 0.72 2.65
H 0.08 -1.41 -2.83
O 1.92 -0.26 -4.79
H -5.03 1.94 0.68
H -1.10 -0.82 5.47
H 3.19 3.30 -2.48
O -1.71 2.31 -0.29
O 1.51 -2.14 -2.81
H -2.98 -1.25 -1.52
H 0.50 3.58 1.72
O 1.88 0.55 -0.07
H 4.61 0.11 -2.58
H 2.66 1.04 0.27
H 1.05 1.03 -0.09
O -3.08 0.21 -1.38
O -4.39 -2.31 2.98
H -0.59 -0.07 -2.98
H -1.49 -1.41 1.41
H -2.14 4.17 -1.28
H 1.45 -0.64 -4.07
H 2.85 -0.27 -4.57
O 2.73 2.95 -1.72
H 4.78 0.97 1.77
H -3.70 2.70 0.28
H -1.11 2.46 -1.03
H 1.69 -3.03 -3.14
H -1.21 0.90 4.07
H -1.93 -4.40 -0.34
O -4.22 1.83 0.16
H 2.34 -1.85 -2.35
O -1.36 -4.31 -1.11
H 2.80 -2.88 -0.75
O -1.63 -2.30 1.05
O -2.34 -0.21 2.65
H 0.31 -1.17 4.81
H -1.25 2.86 0.36
O -2.77 -2.22 -1.88
O -1.39 4.65 -1.01
H -2.42 -2.83 -1.19
H 4.05 1.82 2.45
H 4.64 -1.12 0.46
O -1.61 1.77 4.21
H -2.86 -0.96 2.95
H -0.76 -2.59 0.82
H -3.80 0.65 -0.85
O -0.21 -0.45 5.21
H -3.82 -2.17 2.19
H 3.33 -0.09 -1.59
H -4.27 -3.30 2.95
H -1.36 1.99 5.15
O 3.67 -0.13 -2.50
```

The calculation puts the total energy at -1605.54517 hartree. Its relative energy (zero: lowest compared OMol25 entry of this formula, charge and spin) is 85.3 kcal per mole. Its net charge is +1. The value obtained for the LUMO energy is -2.9 eV. The frontier orbital gap comes out at 10.0 eV.

# 5
Below is a 21-piece molecular cluster, H43O21 overall in a non-equilibrium geometry, with properties calculated with ωB97M-V with the def2-TZVPD basis set.

```
64
H43O21 (ωB97M-V with the def2-TZVPD basis set)
H 2.30 0.37 -2.03
O 2.07 0.37 -3.76
H 2.38 1.54 1.44
H -2.38 -1.36 -1.67
O 2.23 0.92 -1.04
O 2.91 0.72 1.36
H -4.78 -0.63 -0.10
O -0.25 -4.41 -0.86
H -2.30 -1.58 -3.21
H -1.47 -1.12 1.59
H -2.35 2.47 2.14
O -1.73 -2.05 1.29
H -3.62 2.27 -0.43
O -0.99 1.98 -2.78
O -4.39 -0.42 -0.91
O 2.14 -2.94 -3.74
H -1.55 4.59 -0.83
H 2.12 -2.22 3.65
H 1.38 -3.64 -3.35
H 4.19 -3.61 0.99
H 2.14 -2.28 0.88
H 1.65 -2.23 -3.41
H 2.67 0.04 -4.41
H -0.09 -0.28 -0.24
H 1.52 -1.81 4.98
H 1.58 1.57 -1.29
H 3.06 -4.54 0.56
H 1.20 -1.61 2.08
H -2.09 -1.65 0.62
H -2.21 0.25 4.63
O -1.41 0.28 4.15
O -0.32 0.63 1.75
H -1.40 2.83 -2.33
O 2.43 1.25 4.05
O 2.18 3.58 0.87
O -2.65 2.89 2.95
H 1.72 0.79 4.73
H -0.51 -0.09 -1.57
O -0.78 -0.46 -4.83
O -0.92 -0.32 -0.78
H 3.26 0.70 4.24
H 1.13 0.41 -4.13
H -1.26 -0.59 3.82
O -0.86 3.98 -1.30
H 2.33 4.47 0.74
H -0.80 -4.88 -0.34
H -1.11 4.26 -2.14
O 1.72 -1.36 1.19
H -0.65 -3.44 -1.15
O 1.22 -2.20 4.04
O 3.27 -3.81 1.11
O -1.85 -1.75 -2.33
H -1.01 -1.25 -4.26
H -2.26 2.63 3.77
H -1.60 -0.34 -5.40
O -2.69 2.33 -0.19
H 1.23 3.68 0.51
H 0.15 1.42 1.79
H -1.78 1.56 -3.48
H -0.66 0.58 2.63
H 2.88 0.66 0.17
H -2.32 2.28 -1.01
H -4.29 0.52 -1.05
H 2.28 0.02 1.61
```

The calculation puts the total energy at -1605.37394 hartree. Its relative energy (zero: lowest compared OMol25 entry of this formula, charge and spin) is 192.8 kcal per mole. Its net charge is +1. The value obtained for the LUMO energy is -2.7 eV. The frontier orbital gap comes out at 10.2 eV.

# 6
Below is a 24-piece molecular cluster, H48O24 overall in a non-equilibrium geometry, with properties calculated with ωB97M-V with the def2-TZVPD basis set.

```
72
H48O24 (ωB97M-V with the def2-TZVPD basis set)
H 3.98 1.25 0.13
O -0.33 -2.84 4.26
O 3.62 -1.93 -1.92
O -0.15 1.64 0.91
H -2.71 4.49 0.00
H -3.30 -3.95 1.25
H -0.80 -2.09 3.82
H -4.73 0.53 1.06
H 1.06 -3.41 -0.85
O -2.46 5.07 -0.74
H 3.05 -0.53 1.42
H -1.13 -1.40 -5.53
O 0.77 2.33 3.46
H -0.02 1.52 -0.05
O 1.22 -5.04 -2.45
H -3.89 -0.67 1.60
O 2.42 -1.30 1.54
O -1.28 -1.48 0.33
H 3.51 2.07 1.28
H -3.03 5.81 -0.71
H -3.22 2.25 1.88
H 2.05 -0.01 -3.87
H 1.74 4.08 1.64
H 1.19 2.82 1.07
O 1.71 -0.89 4.25
H -2.40 -2.75 1.19
O 1.89 -3.61 -5.40
H -3.41 2.57 4.92
H 1.09 -1.62 4.31
H -1.99 2.54 -1.59
O 3.93 1.25 1.10
O -0.68 -0.84 -2.30
O 1.93 3.48 0.92
H -0.49 -2.03 0.15
H 1.71 -2.36 0.26
O 0.84 1.54 -3.13
O -1.90 1.69 -1.17
H -2.60 2.62 3.64
H -1.24 -0.74 1.85
H -0.81 -2.86 5.15
O -1.02 -0.31 2.71
O -3.30 -2.99 1.05
H 1.37 -4.39 -3.13
H 2.47 -3.51 -6.18
H -0.17 2.14 3.66
H -1.84 0.06 2.99
H 0.14 0.93 -2.89
O 2.30 -0.93 -4.11
H 2.19 -1.20 2.49
H 0.67 2.41 -2.68
H 0.00 4.61 -1.75
H -1.74 -1.42 -0.52
H 1.10 3.87 -1.09
O 1.25 -2.49 -0.61
H 1.16 2.66 4.25
H -0.19 -2.54 -5.39
H 1.17 -0.12 4.08
H -0.69 -1.40 -3.12
O -3.93 0.32 1.57
H -0.09 0.80 1.35
O -0.86 -2.04 -4.89
H -1.79 2.53 1.61
H 2.90 -1.24 -3.39
O -2.66 2.14 4.48
H 0.24 -0.98 -1.91
H 2.89 -2.09 -1.33
H 4.39 -2.01 -1.36
H 2.12 -2.77 -4.93
H 0.41 -5.48 -2.70
O -2.62 3.03 1.90
H -1.83 1.05 -1.90
O 0.82 4.17 -1.95
```

The calculation puts the total energy at -1834.65088 hartree. Its relative energy (zero: lowest compared OMol25 entry of this formula, charge and spin) is 16.0 kcal per mole. Its net charge is 0. The value obtained for the LUMO energy is 0.1 eV. The frontier orbital gap comes out at 11.0 eV.

# 7
Below is a 24-piece molecular cluster, H48O24 overall in a non-equilibrium geometry, with properties calculated with ωB97M-V with the def2-TZVPD basis set.

```
72
H48O24 (ωB97M-V with the def2-TZVPD basis set)
O 2.62 1.50 -2.72
H 1.94 -0.19 -5.55
H -0.94 4.72 -4.18
O -0.32 2.01 1.24
H -0.38 2.34 -1.86
H -3.95 -2.04 2.12
H 2.73 -3.98 -1.46
H 5.71 -1.20 1.63
H -1.01 -2.98 -0.62
H -3.24 0.00 -0.79
H -2.27 1.65 -2.73
H -0.02 2.25 -0.39
O -1.80 2.36 -3.17
H 0.30 -3.56 -1.12
H -2.68 1.39 -0.54
H -2.24 3.50 -1.45
H 4.47 1.55 -0.40
H -3.66 3.50 -0.93
H 5.91 1.82 -0.78
O 2.58 -3.07 -1.72
O -0.65 -3.70 -1.13
H 0.48 -0.95 0.15
H 1.80 1.69 -2.27
H 3.96 1.78 1.58
H -1.85 -2.84 2.66
H 1.57 -0.60 1.98
H -0.68 -0.25 -0.51
H -0.41 3.70 -3.20
H -4.46 -2.05 -1.22
O 2.52 -1.30 0.53
H 0.50 3.55 1.24
H -1.11 1.83 1.74
H -1.17 -4.15 2.31
O 5.34 -1.23 0.74
O -2.76 3.70 -0.68
O -0.32 4.61 -3.46
O -4.65 -1.19 -0.85
H 0.38 -6.01 0.89
O -0.47 -1.01 0.03
H -3.54 2.34 1.63
H 2.35 -3.13 -2.65
O -2.61 0.64 -1.13
H -1.61 2.00 -4.04
H -5.43 -1.91 2.40
O 0.99 4.38 1.23
H 5.69 -0.45 0.31
O -4.75 -2.56 2.25
H -0.17 -4.66 0.50
O 0.98 -0.01 2.46
O 3.59 1.15 0.96
O 5.03 1.70 -1.15
H 3.28 1.54 -2.03
O -3.27 1.44 1.79
H 0.31 5.05 1.12
H 0.32 1.36 1.53
H -4.99 -0.68 -1.59
H 0.91 -0.39 3.33
H -1.73 -1.09 1.23
H -4.08 1.00 2.05
H -2.00 -0.63 2.65
H 2.54 -1.78 -0.30
H 1.71 0.68 -4.33
O 0.37 2.31 -1.27
H -0.42 -1.92 5.02
H 3.43 -1.05 0.68
H 1.05 -2.22 5.21
O -0.11 -5.27 1.24
O -2.28 -1.27 2.00
O 0.45 -1.54 4.89
O -1.79 -3.76 2.92
O 1.36 0.49 -5.20
H 2.67 1.09 1.21
```

The calculation puts the total energy at -1834.58983 hartree. Its relative energy (zero: lowest compared OMol25 entry of this formula, charge and spin) is 54.3 kcal per mole. Its net charge is 0. The value obtained for the LUMO energy is -0.3 eV. The frontier orbital gap comes out at 9.8 eV.

# 8
Below is a 2-piece molecular cluster, H4I2Si2 overall in a non-equilibrium geometry, with properties calculated with ωB97M-V with the def2-TZVPD basis set.

```
8
H4I2Si2 (ωB97M-V with the def2-TZVPD basis set)
H 1.65 0.82 0.38
H -0.56 1.70 0.20
H 0.78 2.93 1.45
I -2.33 -1.98 -2.74
Si -0.14 -1.73 -1.52
Si 0.42 1.55 1.26
H -0.24 0.95 2.47
I 0.42 -4.23 -1.50
```

The calculation puts the total energy at -1176.74361 hartree. Its relative energy (zero: lowest compared OMol25 entry of this formula, charge and spin) is 36.6 kcal per mole. Its net charge is 0. The value obtained for the LUMO energy is -1.6 eV. The frontier orbital gap comes out at 7.7 eV.

# 9
Below is one molecule with the formula H4INP2 in a non-equilibrium geometry, with properties calculated with ωB97M-V with the def2-TZVPD basis set.

```
8
H4INP2 (ωB97M-V with the def2-TZVPD basis set)
H 0.77 1.22 1.63
H -0.13 -0.29 -2.46
H 1.85 -0.45 1.05
P 1.44 0.79 0.52
H -0.37 -1.22 0.46
I -2.69 0.68 0.65
P -0.38 -0.06 -0.24
N -0.49 -0.67 -1.62
```

The calculation puts the total energy at -1037.49786 hartree. Its relative energy (zero: lowest compared OMol25 entry of this formula, charge and spin) is 3.0 kcal per mole. Its net charge is 0. The value obtained for the LUMO energy is -0.9 eV. The frontier orbital gap comes out at 8.3 eV. As for the SMILES: N=[P@@H](P)I.

# 10
Below is H4INP2 as an isolated structure in a non-equilibrium geometry, with properties calculated with ωB97M-V with the def2-TZVPD basis set.

```
8
H4INP2 (ωB97M-V with the def2-TZVPD basis set)
H -0.99 -0.78 0.84
H -2.49 -0.77 -0.72
I 3.28 0.67 0.24
H -0.08 -0.60 -1.54
N 1.43 0.09 0.57
P -0.19 0.67 -0.94
P -1.96 0.08 0.32
H 0.99 0.64 1.24
```

The calculation puts the total energy at -1037.43315 hartree. Its relative energy (zero: lowest compared OMol25 entry of this formula, charge and spin) is 43.6 kcal per mole. Its net charge is 0. The value obtained for the LUMO energy is -0.8 eV. The frontier orbital gap comes out at 7.8 eV.

# 11
Below is a 3-piece molecular cluster, H4IO2 overall in a non-equilibrium geometry, with properties calculated with ωB97M-V with the def2-TZVPD basis set.

```
7
H4IO2 (ωB97M-V with the def2-TZVPD basis set)
I -1.32 0.27 -1.82
O 1.74 1.19 -0.05
H 0.91 1.13 -0.48
H 2.17 1.98 -0.31
H -1.60 -1.54 1.53
H -1.04 -1.26 0.18
O -0.86 -1.76 0.97
```

The calculation puts the total energy at -450.67510 hartree. Its relative energy (zero: lowest compared OMol25 entry of this formula, charge and spin) is 4.1 kcal per mole. Its net charge is -1. The value obtained for the LUMO energy is 3.8 eV. The frontier orbital gap comes out at 7.7 eV.

# 12
Below is an isolated ion of composition H4N and charge +1 in a non-equilibrium geometry, with properties calculated with ωB97M-V with the def2-TZVPD basis set.

```
5
H4N (ωB97M-V with the def2-TZVPD basis set)
H 0.17 0.76 0.70
N -0.02 0.01 -0.01
H 0.69 0.17 -0.75
H -1.01 -0.05 -0.34
H 0.25 -0.97 0.47
```

The calculation puts the total energy at -56.87344 hartree. Its relative energy (zero: lowest compared OMol25 entry of this formula, charge and spin) is 6.2 kcal per mole. Its net charge is +1. The value obtained for the LUMO energy is -5.0 eV. The frontier orbital gap comes out at 19.1 eV. As for the SMILES: [NH4+].